[1]
# C24H38BrClN2O4PtS2Si

C24H38BrClN2O4PtS2Si as an isolated structure (ωB97M-V/def2-TZVPD, the OMol25 dataset).

Output
total energy	-5587.26589	hartree
HOMO-LUMO gap	8.1	eV
lowest unoccupied orbital energy	0.002	Eh

Each line ends with the Löwdin charge.
Atoms and positions in Å:
1 Pt -1.71 0.29 0.75  1.01
2 O -3.37 -3.04 -1.76  0.07
3 C -4.65 -2.62 -1.69  -0.26
4 C -5.60 -3.40 -2.36  -0.01
5 C -6.93 -3.05 -2.34  -0.08
6 C -7.35 -1.90 -1.67  -0.09
7 C -6.42 -1.13 -1.01  -0.03
8 C -5.06 -1.47 -1.01  -0.08
9 C -4.10 -0.59 -0.31  -0.40
10 O -2.84 -0.99 -0.26  -0.29
11 N -4.52 0.50 0.25  0.03
12 N -3.46 1.22 0.83  -0.25
13 C -3.79 2.41 1.20  -0.87
14 S -5.44 2.95 0.99  0.97
15 C -5.21 4.47 1.95  -0.52
16 C -3.80 4.96 1.71  -0.50
17 S -2.68 3.55 1.90  0.96
18 H -2.83 -2.43 -1.23  0.07
19 H -5.25 -4.29 -2.87  0.12
20 H -7.65 -3.67 -2.86  0.10
21 H -8.39 -1.62 -1.65  0.10
22 H -6.72 -0.23 -0.48  0.11
23 H -5.38 4.26 3.00  0.08
24 H -5.95 5.19 1.61  0.08
25 H -3.49 5.71 2.44  0.08
26 H -3.69 5.37 0.70  0.08
27 Cl -0.74 3.23 4.85  0.57
28 C 0.30 2.03 4.02  -0.49
29 C -0.53 1.10 3.15  -0.76
30 O -0.62 1.51 1.91  -0.34
31 O -1.00 0.08 3.59  0.04
32 H 0.79 1.45 4.80  0.08
33 H 1.02 2.59 3.43  0.06
34 C 4.64 -1.03 -2.43  -0.09
35 C 3.13 -0.74 -2.37  -0.63
36 C 2.41 -1.86 -3.14  -0.12
37 C 2.85 0.56 -3.15  -0.10
38 Si 2.56 -0.58 -0.55  0.54
39 Br 0.28 -0.77 -0.79  0.62
40 C 2.91 1.14 0.22  -0.61
41 C 2.71 1.13 1.74  -0.10
42 C 1.98 2.23 -0.34  -0.10
43 C 4.37 1.55 -0.05  -0.09
44 C 3.04 -2.05 0.57  -0.63
45 C 2.92 -3.39 -0.17  -0.10
46 C 4.50 -1.91 1.04  -0.08
47 C 2.13 -2.16 1.81  -0.10
48 H 4.96 -1.02 -3.47  0.09
49 H 4.89 -2.01 -2.02  0.07
50 H 5.24 -0.29 -1.90  0.07
51 H 2.83 -1.91 -4.14  0.09
52 H 1.34 -1.65 -3.24  0.05
53 H 2.52 -2.84 -2.68  0.06
54 H 3.13 0.40 -4.20  0.09
55 H 3.43 1.41 -2.79  0.06
56 H 1.80 0.83 -3.12  0.08
57 H 1.69 0.82 2.01  0.05
58 H 2.85 2.15 2.11  0.09
59 H 3.42 0.50 2.27  0.07
60 H 0.94 2.04 -0.08  0.04
61 H 2.05 2.33 -1.42  0.06
62 H 2.26 3.18 0.11  0.09
63 H 5.09 0.82 0.33  0.07
64 H 4.57 2.49 0.47  0.09
65 H 4.57 1.72 -1.10  0.06
66 H 3.63 -3.48 -0.99  0.07
67 H 1.91 -3.55 -0.56  0.08
68 H 3.13 -4.20 0.53  0.09
69 H 5.21 -1.85 0.21  0.07
70 H 4.77 -2.80 1.63  0.09
71 H 4.65 -1.05 1.69  0.06
72 H 1.09 -2.33 1.54  0.06
73 H 2.17 -1.28 2.45  0.06
74 H 2.46 -3.02 2.41  0.09



[2]
# C24H38ClN3O9S5

C24H38ClN3O9S5 as an isolated structure (ωB97M-V/def2-TZVPD, the OMol25 dataset).

Output
total energy	-4229.78779	hartree
HOMO-LUMO gap	7.6	eV
lowest unoccupied orbital energy	-0.013	Eh

Each line ends with the Löwdin charge.
Atoms and positions in Å:
1 N 0.61 0.62 -0.35  0.09
2 C 0.52 1.93 0.25  -0.22
3 C 1.74 2.70 0.37  0.00
4 C 1.75 4.07 0.97  -0.34
5 N 2.81 4.95 1.13  -0.23
6 S 2.03 6.27 1.83  0.91
7 N 0.43 5.81 2.00  -0.26
8 C 0.37 4.52 1.45  -0.29
9 C -0.90 3.72 1.36  0.02
10 C -0.85 2.42 0.74  -0.12
11 C -2.05 1.45 0.52  -0.09
12 C -3.46 2.04 0.84  -0.71
13 O -4.24 1.34 1.43  0.03
14 Cl -4.04 3.67 0.34  0.68
15 H 0.06 -0.06 0.20  0.08
16 H 1.59 0.31 -0.25  0.05
17 H 2.70 2.27 0.00  0.11
18 H -1.86 4.12 1.77  0.08
19 H -1.87 0.56 1.19  0.12
20 H -2.02 1.10 -0.55  0.14
21 C -4.94 4.59 -4.24  -0.22
22 C -4.63 4.06 -5.65  -0.22
23 C -3.36 3.21 -5.55  -0.22
24 S -3.31 2.57 -3.88  0.65
25 O -2.17 3.14 -3.20  -0.32
26 O -3.55 1.15 -3.91  -0.33
27 C -4.78 3.39 -3.31  -0.24
28 H -5.94 5.02 -4.18  0.12
29 H -4.22 5.37 -3.98  0.12
30 H -5.46 3.44 -5.99  0.12
31 H -4.51 4.87 -6.37  0.11
32 H -3.37 2.38 -6.26  0.10
33 H -2.46 3.82 -5.71  0.11
34 H -4.67 3.68 -2.26  0.04
35 H -5.62 2.70 -3.42  0.11
36 C 4.29 -0.37 4.49  -0.22
37 C 2.80 -0.02 4.42  -0.21
38 C 2.59 0.84 3.16  -0.22
39 S 3.87 0.36 2.01  0.66
40 O 4.76 1.48 1.81  -0.31
41 O 3.28 -0.36 0.90  -0.35
42 C 4.68 -0.81 3.08  -0.23
43 H 4.49 -1.14 5.23  0.12
44 H 4.86 0.52 4.77  0.12
45 H 2.22 -0.94 4.33  0.12
46 H 2.46 0.50 5.31  0.12
47 H 1.62 0.66 2.71  0.10
48 H 2.71 1.90 3.38  0.11
49 H 5.76 -0.79 2.91  0.11
50 H 4.28 -1.80 2.86  0.11
51 C -4.88 -4.10 2.27  -0.22
52 C -5.62 -3.35 1.16  -0.21
53 C -4.78 -2.13 0.78  -0.22
54 S -3.08 -2.57 1.15  0.66
55 O -2.61 -1.72 2.22  -0.33
56 O -2.35 -2.72 -0.08  -0.33
57 C -3.43 -4.18 1.82  -0.23
58 H -5.31 -5.08 2.45  0.12
59 H -4.95 -3.53 3.21  0.12
60 H -5.73 -4.01 0.29  0.12
61 H -6.63 -3.06 1.47  0.12
62 H -4.86 -1.89 -0.28  0.11
63 H -5.04 -1.26 1.38  0.10
64 H -2.74 -4.41 2.63  0.11
65 H -3.31 -4.91 1.02  0.11
66 C 4.96 -4.63 -2.33  -0.22
67 C 4.66 -3.14 -2.16  -0.21
68 C 4.84 -2.81 -0.68  -0.23
69 S 6.04 -3.98 -0.04  0.66
70 O 5.38 -4.83 0.92  -0.33
71 O 7.27 -3.28 0.26  -0.33
72 C 6.25 -4.89 -1.56  -0.24
73 H 5.07 -4.91 -3.39  0.11
74 H 4.15 -5.23 -1.91  0.12
75 H 5.37 -2.56 -2.76  0.12
76 H 3.66 -2.89 -2.50  0.12
77 H 5.21 -1.80 -0.53  0.10
78 H 3.91 -2.94 -0.12  0.10
79 H 6.41 -5.94 -1.34  0.11
80 H 7.11 -4.48 -2.08  0.11



[3]
# C24H38IrN4O2S

C24H38IrN4O2S as an isolated structure (ωB97M-V/def2-TZVPD, the OMol25 dataset).

Output
total energy	-1807.90611	hartree
HOMO-LUMO gap (spin up / spin down)	8.2 / 4.6	eV
multiplicity	2
total charge	+4
lowest unoccupied orbital energy (spin up / spin down)	-0.460 / -0.591	Eh

Each line ends with the Löwdin charge.
Atoms and positions in Å:
1 Ir 0.20 0.44 -0.05  1.60
2 C -0.77 -3.72 0.72  0.04
3 C -0.25 -2.57 0.15  -0.06
4 N -0.51 -1.35 0.66  -0.08
5 C -1.27 -1.25 1.79  -0.16
6 C -1.83 -2.37 2.42  -0.09
7 C -1.57 -3.63 1.85  0.11
8 C -2.62 -2.17 3.60  0.06
9 C -2.81 -0.92 4.09  0.06
10 C -2.23 0.23 3.46  -0.09
11 C -2.40 1.55 3.92  0.10
12 C -1.81 2.59 3.23  0.04
13 C -1.03 2.31 2.10  -0.05
14 N -0.82 1.07 1.66  -0.04
15 C -1.44 0.05 2.32  -0.14
16 H -0.55 -4.68 0.27  0.15
17 H 0.38 -2.61 -0.73  0.11
18 H -1.98 -4.53 2.30  0.16
19 H -3.06 -3.02 4.09  0.15
20 H -3.41 -0.77 4.99  0.15
21 H -2.99 1.75 4.81  0.16
22 H -1.94 3.62 3.54  0.15
23 H -0.60 3.14 1.55  0.12
24 N 1.97 -0.08 0.92  -0.04
25 C 3.30 0.36 0.36  -0.15
26 C 3.42 1.87 0.26  -0.14
27 C 2.49 2.47 -0.77  -0.16
28 N 1.06 2.34 -0.31  -0.05
29 H 1.92 0.19 1.90  0.14
30 H 1.99 -1.11 0.93  0.12
31 H 3.39 -0.11 -0.62  0.11
32 H 4.06 -0.05 1.01  0.15
33 H 4.45 2.10 -0.03  0.15
34 H 3.28 2.34 1.24  0.14
35 H 2.58 1.98 -1.73  0.11
36 H 2.68 3.54 -0.90  0.15
37 H 0.45 2.85 -0.96  0.13
38 H 0.99 2.84 0.57  0.10
39 C -3.30 -0.39 -1.17  0.05
40 C -2.61 0.89 -1.45  -0.37
41 C -3.32 1.94 -2.21  0.04
42 O -1.43 1.11 -1.07  -0.16
43 H -3.27 -0.97 -2.10  0.13
44 H -4.35 -0.23 -0.95  0.13
45 H -2.82 -0.96 -0.38  0.07
46 H -3.69 1.52 -3.14  0.13
47 H -2.70 2.81 -2.40  0.11
48 H -4.22 2.23 -1.65  0.13
49 C -1.20 0.17 -5.73  -0.08
50 C -0.42 1.20 -4.92  -0.27
51 C 0.84 0.62 -4.29  -0.29
52 S 0.40 -0.65 -3.05  1.09
53 O 1.13 -0.15 -1.71  -0.66
54 C 1.36 -2.11 -3.53  -0.30
55 C 2.84 -2.11 -3.17  -0.26
56 C 3.70 -1.03 -3.82  -0.07
57 H -2.09 0.62 -6.17  0.10
58 H -1.53 -0.68 -5.13  0.07
59 H -0.59 -0.21 -6.56  0.10
60 H -1.05 1.65 -4.14  0.09
61 H -0.10 2.02 -5.56  0.14
62 H 1.44 1.35 -3.74  0.09
63 H 1.48 0.13 -5.02  0.11
64 H 1.19 -2.16 -4.62  0.12
65 H 0.83 -2.95 -3.09  0.09
66 H 3.21 -3.09 -3.47  0.14
67 H 2.94 -2.08 -2.08  0.09
68 H 3.60 -1.03 -4.91  0.10
69 H 4.75 -1.21 -3.60  0.10
70 H 3.46 -0.03 -3.45  0.06



[4]
# C24H38IrNO2P3

C24H38IrNO2P3 as an isolated structure (ωB97M-V/def2-TZVPD, the OMol25 dataset).

Output
total energy	-2269.22025	hartree
HOMO-LUMO gap (spin up / spin down)	7.4 / 4.3	eV
multiplicity	6
total charge	+4
lowest unoccupied orbital energy (spin up / spin down)	-0.401 / -0.523	Eh

Each line ends with the Löwdin charge.
Atoms and positions in Å:
1 P 3.80 -2.53 0.05  1.08
2 C 4.03 -2.25 1.82  -0.24
3 H 5.03 -2.46 2.24  0.08
4 H 3.33 -2.93 2.35  0.06
5 H 3.73 -1.23 2.13  0.05
6 C 5.26 -3.29 -0.72  -0.22
7 H 5.34 -3.03 -1.79  0.07
8 H 5.13 -4.39 -0.73  0.07
9 H 6.24 -3.09 -0.25  0.09
10 C 3.60 -0.79 -0.61  -0.23
11 H 4.50 -0.36 -1.08  0.08
12 H 3.22 -0.10 0.17  0.04
13 H 2.81 -0.84 -1.39  -0.02
14 P -1.47 4.01 -1.29  1.02
15 C -1.57 4.60 0.45  -0.22
16 H -2.03 5.60 0.49  0.09
17 H -0.57 4.62 0.90  0.07
18 H -2.16 3.89 1.05  0.06
19 C -0.78 5.53 -2.08  -0.20
20 H -0.81 5.36 -3.17  0.06
21 H 0.29 5.58 -1.79  0.07
22 H -1.34 6.43 -1.77  0.10
23 C -3.26 4.07 -1.68  -0.22
24 H -3.69 5.07 -1.49  0.10
25 H -3.77 3.31 -1.07  0.06
26 H -3.39 3.77 -2.73  0.06
27 P -2.66 -2.37 0.27  0.83
28 C -3.16 -2.42 1.96  -0.15
29 H -3.78 -3.32 2.03  0.09
30 H -3.76 -1.56 2.27  0.09
31 H -2.32 -2.50 2.65  0.08
32 C -4.01 -2.51 -0.88  -0.14
33 H -4.18 -3.60 -0.91  0.10
34 H -3.73 -2.13 -1.87  0.08
35 H -4.90 -1.97 -0.53  0.10
36 C -1.29 -3.39 -0.24  -0.15
37 H -1.63 -4.41 -0.02  0.09
38 H -0.36 -3.10 0.28  0.04
39 H -1.14 -3.25 -1.33  0.07
40 Ir 0.32 0.04 -2.59  1.30
41 C 0.64 1.16 -0.98  -0.26
42 O 0.88 1.80 -0.04  0.11
43 C -1.81 -0.79 0.05  -0.23
44 O -1.17 0.17 0.33  -0.04
45 C -1.12 0.09 -4.12  -0.16
46 C -0.42 -1.11 -4.22  -0.18
47 C 0.98 -1.10 -4.25  -0.16
48 C 1.68 0.12 -4.14  -0.17
49 C 0.96 1.36 -4.00  -0.18
50 C -0.46 1.32 -3.97  -0.22
51 H -2.21 0.07 -4.01  0.15
52 H -0.96 -2.06 -4.18  0.15
53 H 1.51 -2.07 -4.30  0.16
54 H 2.76 0.12 -4.10  0.14
55 H 1.49 2.28 -3.72  0.15
56 H -1.02 2.24 -3.71  0.12
57 N 0.75 -1.38 1.24  0.16
58 C 0.61 -0.91 2.30  -0.14
59 C 0.43 -0.41 3.62  -0.23
60 C -0.82 0.10 4.01  -0.04
61 C -1.04 0.46 5.35  -0.04
62 C 0.00 0.39 6.27  -0.01
63 C 1.26 -0.10 5.88  -0.02
64 C 1.48 -0.48 4.56  -0.01
65 H -1.61 0.20 3.27  0.10
66 H -2.03 0.80 5.65  0.12
67 H -0.15 0.74 7.30  0.13
68 H 2.07 -0.19 6.61  0.13
69 H 2.46 -0.86 4.23  0.11